Formula: C14H32F6N6O8S2
Source: the Open Molecules 2025 dataset
Level of theory: ωB97M-V/def2-TZVPD

Results
Energy relative to the best compared isomer or geometry (same formula, charge and spin) in eV: 0.262
E in eV: -78334.5406
Net charge: 0
2S+1: 1
Largest force on an atom in eV/Å: 2.78

Positions of all 68 atoms, in Å:
N -0.090220 -0.186939 -0.213535
H -0.160096 0.640101 -0.834956
H -0.874929 -0.766727 -0.564820
H -0.241603 0.004437 0.800197
H 0.792625 -0.690510 -0.385410
C 2.141513 0.774169 3.385401
F 2.687132 0.566538 2.187546
F 3.020256 0.397707 4.321993
F 1.867716 2.056139 3.543906
S 0.631823 -0.282173 3.608374
O 1.006077 -1.565630 3.098648
O 0.286059 -0.203850 4.975506
N -0.439277 0.361181 2.504050
S -1.542689 1.154372 3.316598
O -2.546974 0.353836 3.949004
O -1.019771 2.230774 4.126134
C -2.453776 2.004454 1.940744
F -3.380417 2.798296 2.428138
F -1.644866 2.682978 1.106910
F -3.045901 1.054711 1.192175
C 3.721041 0.197490 -0.451238
C 3.201549 -1.190368 -0.210402
O 2.297145 -1.609135 -0.940983
N 3.765134 -1.955387 0.740677
C 3.327367 -3.345059 0.987803
H 4.659502 0.465124 0.047782
H 2.988034 0.962452 -0.200881
H 3.990852 0.270099 -1.505914
H 4.319608 -1.540575 1.467877
H 2.256068 -3.456585 0.888489
H 3.640554 -3.565254 2.007043
H 3.911466 -3.990970 0.334566
C -1.929053 -3.117160 1.723890
C -2.965555 -2.324772 0.954218
O -2.657201 -1.653833 -0.021129
N -4.208195 -2.315162 1.453787
C -5.241953 -1.494236 0.876827
H -0.959848 -2.891073 1.286897
H -2.156572 -4.170179 1.539701
H -1.847821 -2.860269 2.777903
H -4.339458 -2.704682 2.370032
H -5.230112 -1.648700 -0.201034
H -5.123962 -0.432835 1.098594
H -6.227273 -1.786205 1.236886
C -2.738051 -0.876862 -3.525806
C -1.235960 -1.046019 -3.364461
O -0.772673 -1.755073 -2.501945
N -0.449142 -0.235462 -4.106141
C 0.964953 -0.427832 -4.296537
H -3.236728 -1.709857 -3.042862
H -2.992401 -1.006462 -4.580211
H -2.960375 0.079683 -3.056558
H -0.814056 0.601553 -4.521092
H 1.205406 -1.335310 -4.852198
H 1.541959 -0.408867 -3.368542
H 1.358689 0.397489 -4.894284
C 1.178437 3.789128 -3.258516
C 1.061894 2.976544 -1.985721
O 0.318751 2.008657 -1.910513
N 1.698109 3.478990 -0.898315
C 1.475505 3.125344 0.486658
H 1.964417 3.385472 -3.900500
H 1.364873 4.840281 -3.067507
H 0.234256 3.636667 -3.775855
H 2.505956 4.058807 -1.052131
H 2.389022 3.084091 1.078534
H 0.886031 2.225484 0.650807
H 0.867126 3.886965 0.995700

Forces on the atoms, in the same order (eV/Å):
N -1.0 -0.2 -0.7
H 0.7 0.1 0.6
H 0.3 -0.5 0.5
H 0.0 0.1 -0.4
H -0.1 0.0 -0.3
C -0.4 -0.5 0.9
F 0.1 0.2 -0.2
F 0.1 0.1 -0.2
F 0.1 0.2 -0.2
S -0.4 -0.8 -2.1
O 0.5 -0.1 -0.5
O -0.3 0.6 0.7
N 1.3 -0.5 1.8
S -1.1 2.1 1.4
O -0.1 -0.5 -0.5
O 0.1 -0.1 -0.7
C 0.4 -1.2 -0.7
F 0.0 0.3 0.1
F -0.1 0.2 0.4
F -0.1 0.2 0.0
C 1.1 0.5 0.0
C -0.2 -0.2 -0.3
O 0.2 0.0 0.4
N -0.5 -0.4 0.1
C 1.0 0.8 0.3
H -0.3 -0.3 0.4
H -0.1 -0.2 -0.2
H -0.4 0.0 -0.1
H 0.1 0.3 -0.2
H -0.1 0.0 -0.2
H -0.3 -0.1 0.0
H -0.4 -0.2 -0.2
C 0.1 -0.1 -0.7
C 0.9 0.9 0.6
O -0.1 0.0 -0.5
N -0.4 -0.3 0.4
C -0.4 0.1 -0.3
H 0.0 -0.1 -0.1
H 0.2 -0.1 0.4
H -0.4 -0.1 0.1
H -0.1 0.0 0.0
H 0.0 0.2 0.0
H 0.2 0.0 -0.1
H 0.1 -0.2 0.1
C 0.8 -0.7 -0.5
C -0.6 0.8 0.7
O 0.6 -1.1 0.1
N 0.2 0.3 -0.9
C 0.8 0.3 0.2
H 0.1 0.2 0.6
H -0.2 0.8 0.0
H -0.6 0.0 -0.3
H -0.5 -0.2 -0.1
H -0.2 -0.2 0.2
H -0.2 -0.3 0.1
H -0.2 0.0 0.0
C 0.2 -0.7 -0.1
C -0.3 0.5 0.7
O -0.2 0.0 -0.3
N 0.7 -0.1 0.0
C -0.8 0.3 1.0
H 0.0 0.0 0.0
H 0.0 0.1 0.0
H 0.0 0.2 -0.1
H -0.3 0.3 -0.2
H 0.2 -0.3 -0.4
H 0.3 -0.2 -0.4
H 0.1 0.1 -0.3